(1)
Below is a structure of composition C31H32N7O4PtS2Si, with properties calculated with ωB97M-V/def2-TZVPD.

Each line ends with the Löwdin spin population.
Cartesian coordinates (Å):
Pt (-0.5129, 0.5544, 0.3637)  0.570
C (-2.9312, 4.2092, 0.9825)  0.009
C (-2.4221, 2.8003, 0.9781)  0.108
N (-1.1619, 2.4828, 0.4402)  0.531
O (-0.7473, 3.4476, -0.3958)  0.187
C (-3.1411, 1.7914, 1.4978)  0.248
C (-4.4907, 1.9138, 2.1203)  0.035
N (-2.5601, 0.4783, 1.4132)  0.773
O (-3.0579, -0.5404, 1.8542)  0.859
H (-2.2773, 4.8668, 0.4219)  0.000
H (-3.0045, 4.5864, 2.0042)  0.003
H (-3.9262, 4.2548, 0.5391)  0.002
H (0.2322, 3.3735, -0.4394)  0.005
H (-4.4655, 2.6344, 2.9390)  0.008
H (-4.8367, 0.9587, 2.5030)  0.003
H (-5.2116, 2.2731, 1.3833)  0.008
N (-4.0562, -6.4234, -0.4203)  0.000
C (-3.0190, -5.5380, -0.4495)  0.000
C (-1.8305, -5.8088, 0.2435)  0.000
C (-0.7801, -4.9180, 0.2082)  0.000
C (-0.8933, -3.7443, -0.5306)  0.000
C (-2.0658, -3.4613, -1.2262)  0.000
C (-3.1172, -4.3501, -1.1901)  0.000
S (0.4100, -2.5945, -0.5202)  0.001
O (0.4143, -1.8973, -1.7915)  0.000
O (1.6104, -3.2504, -0.1091)  0.002
N (0.0107, -1.4173, 0.5637)  0.032
C (0.0866, -1.6586, 1.9203)  0.005
N (0.0202, -0.5195, 2.6288)  0.091
C (0.0017, -0.6293, 3.9522)  0.007
C (0.1021, -1.8566, 4.5792)  0.007
C (0.1991, -2.9636, 3.7481)  -0.002
N (0.1786, -2.8821, 2.4234)  0.008
H (-4.0219, -7.2337, 0.1686)  0.000
H (-4.9237, -6.2131, -0.8756)  0.000
H (-1.7385, -6.7306, 0.8045)  0.000
H (0.1384, -5.1241, 0.7378)  0.000
H (-2.1514, -2.5420, -1.7912)  0.000
H (-4.0247, -4.1382, -1.7420)  0.000
H (-0.0762, 0.2936, 4.5160)  0.000
H (0.1075, -1.9480, 5.6545)  0.001
H (0.2866, -3.9619, 4.1627)  0.000
C (4.9711, -1.5966, 1.5791)  0.003
C (4.0890, -0.8523, 2.3527)  0.000
C (3.0778, -0.1281, 1.7440)  0.003
C (2.9287, -0.1357, 0.3542)  0.018
C (3.8211, -0.8926, -0.4067)  0.006
C (4.8381, -1.6151, 0.2003)  0.001
Si (1.6704, 0.8819, -0.5426)  0.097
C (2.1328, 2.6984, -0.4374)  0.015
C (2.1367, 3.4854, -1.5982)  0.006
C (2.5449, 4.8119, -1.5681)  0.000
C (2.9589, 5.3780, -0.3709)  0.005
C (2.9696, 4.6168, 0.7909)  0.000
C (2.5620, 3.2923, 0.7568)  0.005
H (5.7585, -2.1668, 2.0545)  0.000
H (4.1926, -0.8377, 3.4303)  0.000
H (2.3907, 0.4384, 2.3608)  0.001
H (3.7135, -0.9357, -1.4847)  0.001
H (5.5190, -2.2005, -0.4032)  0.000
H (1.6951, 0.5600, -1.9827)  0.009
H (1.8188, 3.0483, -2.5392)  0.000
H (2.5497, 5.3998, -2.4767)  0.000
H (3.2790, 6.4113, -0.3436)  0.000
H (3.3077, 5.0536, 1.7213)  0.000
H (2.5907, 2.7090, 1.6697)  0.000
S (-2.0537, 0.3546, -1.7085)  0.204
C (-1.0865, 0.8752, -3.0348)  0.029
N (-0.2865, -0.0354, -3.6345)  0.032
C (0.4856, 0.2184, -4.7036)  0.006
C (0.4841, 1.4637, -5.2705)  0.028
C (-0.3109, 2.4522, -4.6788)  0.007
C (-1.0842, 2.1679, -3.5766)  0.022
H (-0.1736, -0.9232, -3.1237)  0.000
H (1.0846, -0.6063, -5.0615)  0.000
H (1.0893, 1.6643, -6.1411)  0.002
H (-0.3161, 3.4529, -5.0920)  0.000
H (-1.7014, 2.9180, -3.1054)  0.001

Values from the calculation:
F_max: 0.009 hartree/bohr
Multiplicity: 5
Electronic energy: -3089.5991 hartree
Charge: +1
Highest occupied orbital energy (spin up / spin down): -9.802 / -10.005 eV

(2)
Below is a structure of composition C31H33AsFeN6O8S3, with properties calculated with ωB97M-V/def2-TZVPD.

Each line ends with the Löwdin spin population.
Cartesian coordinates (Å):
Fe (-0.1834, -0.3697, 0.0647)  3.755
O (-2.4551, -0.4934, 0.3665)  0.026
S (-2.4796, 0.3666, 1.5582)  0.004
O (-3.4806, 0.0404, 2.5359)  0.006
O (-1.1037, 0.4246, 2.0789)  0.025
C (-2.8842, 2.0180, 0.9593)  0.000
C (-3.9747, 2.6005, 1.5870)  0.000
C (-4.4410, 3.8564, 1.2176)  0.000
C (-3.8148, 4.5417, 0.1980)  0.000
C (-2.7170, 3.9723, -0.4355)  0.000
C (-2.2368, 2.7237, -0.0711)  0.000
S (-0.7664, 2.2042, -0.9744)  0.003
O (-0.4228, 3.2942, -1.8415)  0.006
O (-1.0796, 0.9320, -1.6324)  0.025
O (0.2332, 1.9153, 0.0741)  0.024
H (-4.4685, 2.0445, 2.3706)  0.000
H (-5.2948, 4.2830, 1.7278)  0.000
H (-4.1673, 5.5169, -0.1116)  0.000
H (-2.2089, 4.5016, -1.2284)  0.000
C (-7.3265, -12.2492, 0.7183)  0.000
O (-7.0226, -11.4830, -0.4323)  0.000
C (-6.2386, -10.3886, -0.2713)  0.000
C (-5.6808, -9.9951, 0.9381)  0.000
C (-4.8879, -8.8549, 0.9824)  0.000
C (-4.6410, -8.1008, -0.1553)  0.000
C (-5.2109, -8.5112, -1.3648)  0.000
C (-5.9983, -9.6376, -1.4240)  0.000
C (-3.8083, -6.8950, -0.1384)  0.000
N (-3.5150, -6.1698, -1.1924)  0.000
C (-2.7249, -5.1513, -0.7201)  0.000
C (-2.5383, -5.2647, 0.6359)  0.000
N (-3.2394, -6.3901, 1.0004)  0.000
C (-1.7415, -4.3567, 1.3990)  0.001
C (-1.5328, -4.4059, 2.7828)  -0.002
C (-0.7375, -3.4568, 3.3759)  0.001
C (-0.1527, -2.4697, 2.5769)  0.001
N (-0.3339, -2.4112, 1.2726)  0.024
C (-1.1310, -3.3135, 0.6842)  0.001
C (-1.3607, -3.1467, -0.7447)  0.002
N (-0.8135, -2.0649, -1.3259)  0.026
C (-1.0304, -1.8540, -2.6109)  0.002
C (-1.7906, -2.7259, -3.4003)  0.001
C (-2.3572, -3.8341, -2.8205)  -0.001
C (-2.1473, -4.0612, -1.4554)  0.000
H (-7.9854, -13.0453, 0.3842)  0.000
H (-7.8398, -11.6459, 1.4713)  0.000
H (-6.4236, -12.6858, 1.1534)  0.000
H (-5.8488, -10.5585, 1.8439)  0.000
H (-4.4637, -8.5747, 1.9393)  0.000
H (-5.0241, -7.9255, -2.2541)  0.000
H (-6.4443, -9.9612, -2.3547)  0.000
H (-3.3517, -6.7564, 1.9274)  0.000
H (-2.0044, -5.1753, 3.3825)  0.000
H (-0.5706, -3.4505, 4.4437)  0.000
H (0.4784, -1.6964, 2.9933)  0.000
H (-0.5891, -0.9538, -3.0197)  0.000
H (-1.9412, -2.4984, -4.4463)  0.000
H (-2.9703, -4.5260, -3.3829)  0.000
C (3.2049, 2.1192, 0.7080)  0.000
As (2.1981, 1.0835, 1.9635)  0.004
C (3.4744, 0.5121, 3.2887)  0.002
C (1.0102, 2.2351, 2.9253)  0.000
O (1.5956, -0.3336, 1.2897)  0.036
H (3.8094, 2.8408, 1.2583)  0.000
H (2.5266, 2.6193, 0.0239)  0.000
H (3.8405, 1.4335, 0.1500)  0.000
H (4.0782, 1.3537, 3.6259)  0.000
H (4.1160, -0.2484, 2.8471)  0.000
H (2.9471, 0.0841, 4.1401)  0.000
H (1.6568, 2.9410, 3.4516)  0.000
H (0.4305, 1.6439, 3.6280)  0.000
H (0.3447, 2.7392, 2.2360)  0.000
C (2.4271, -4.2794, -2.2566)  0.000
N (2.3395, -2.8579, -2.5082)  0.003
C (2.3438, -1.9095, -1.5531)  0.005
N (2.6261, -2.2904, -0.2955)  -0.001
S (1.9798, -0.3075, -1.9286)  0.021
H (2.5337, -4.7979, -3.2061)  0.000
H (1.5356, -4.6653, -1.7500)  0.000
H (3.3093, -4.5083, -1.6566)  0.000
H (2.0055, -2.5373, -3.4011)  0.000
H (2.5145, -3.2534, -0.0249)  0.000
H (2.4528, -1.5801, 0.4184)  0.000

Values from the calculation:
F_max: 0.011 hartree/bohr
Multiplicity: 5
Electronic energy: -6825.8017 hartree
Charge: 0
Highest occupied orbital energy (spin up / spin down): -7.902 / -7.823 eV

(3)
Below is a structure of composition C31H33BiBrFN6O4SSi, with properties calculated with ωB97M-V/def2-TZVPD.

Each line ends with the Löwdin charge.
Cartesian coordinates (Å):
Bi (0.2903, 0.1555, -1.2234)  2.020
C (1.4056, 0.9210, 4.7026)  -0.069
C (0.4777, 0.0608, 4.0358)  -0.113
C (0.5639, -1.2760, 4.2344)  -0.115
C (1.5492, -1.8058, 5.1106)  -0.095
C (2.5809, -1.0119, 5.5356)  -0.115
C (2.5139, 0.3567, 5.3378)  -0.100
H (1.3896, 1.9656, 4.6355)  0.077
H (-0.4043, 0.4341, 3.4708)  0.113
H (-0.0614, -1.9554, 3.5858)  0.122
H (1.5493, -2.8531, 5.4325)  0.104
H (3.3870, -1.4419, 6.1674)  0.116
H (3.2963, 0.9688, 5.6856)  0.085
C (3.6150, 3.3712, 0.3578)  -0.158
Si (2.6534, 1.9779, -0.3154)  0.284
C (3.0842, 1.7441, -2.0812)  -0.204
C (2.8682, 0.4134, 0.6419)  -0.193
N (0.9083, 2.2164, -0.5309)  -0.285
C (0.1373, 3.3496, -0.5859)  -0.324
C (0.5925, 4.5831, -1.1699)  -0.012
C (-0.1758, 5.7899, -0.9795)  -0.069
C (-1.5123, 5.6801, -0.5402)  -0.093
C (-2.0737, 4.4345, -0.1864)  -0.016
C (-1.2177, 3.3673, -0.1020)  -0.219
F (-1.6180, 2.1853, 0.4689)  0.007
H (4.6123, 3.1525, 0.6722)  0.032
H (2.9899, 3.7661, 1.1783)  0.053
H (3.7321, 4.2244, -0.3022)  0.035
H (4.1659, 1.8040, -2.1582)  0.036
H (2.6924, 2.4994, -2.7695)  0.041
H (2.7371, 0.7431, -2.4398)  0.000
H (2.0707, 0.1245, 1.3401)  0.027
H (3.7250, 0.5395, 1.2476)  0.022
H (3.0901, -0.4326, -0.0255)  0.034
H (1.6042, 4.5880, -1.5156)  0.077
H (0.2650, 6.7507, -1.1074)  0.085
H (-2.1245, 6.5552, -0.5055)  0.090
H (-3.1494, 4.3481, 0.0700)  0.133
O (-0.5899, -2.8506, -6.7207)  0.048
C (-1.8075, -2.4100, -6.3230)  -0.452
O (-2.8614, -2.8641, -6.7350)  0.097
C (-1.8349, -1.2315, -5.3005)  -0.105
C (-0.9770, -0.1805, -5.4703)  -0.023
C (-0.8253, 0.7522, -4.5024)  -0.117
N (-1.3176, 0.5414, -3.2697)  0.016
C (-2.1505, -0.5329, -3.0879)  -0.182
C (-2.5868, -1.3023, -4.1763)  0.083
C (-2.6111, -0.7065, -1.6717)  -0.549
O (-3.8055, -0.9714, -1.5034)  0.092
O (-1.7851, -0.3889, -0.6660)  -0.287
H (-0.4093, 0.0122, -6.3668)  0.136
H (-0.1980, 1.6093, -4.6423)  0.118
H (-3.3474, -2.1109, -4.1217)  0.164
Br (-5.3694, -2.6478, 3.6375)  0.711
C (-4.6776, -0.9180, 4.0583)  -0.652
C (-4.1702, -0.7345, 5.3640)  -0.115
C (-3.9056, 0.6025, 5.7630)  -0.060
C (-3.9332, 1.6051, 4.7973)  -0.173
N (-4.2447, 1.3839, 3.5350)  0.057
C (-4.5993, 0.1545, 3.1433)  -0.154
H (-3.9842, -1.5760, 6.0194)  0.095
H (-3.5845, 0.9166, 6.8072)  0.123
H (-3.6920, 2.5962, 5.0047)  0.082
H (-4.8189, 0.1213, 2.1293)  0.087
C (2.2013, -5.9573, -0.5936)  -0.126
C (1.1748, -4.8521, -0.4023)  -0.270
C (1.1015, -3.8988, -1.5672)  -0.621
N (1.3951, -2.6496, -1.3818)  -0.108
N (1.5593, -2.0001, -2.5561)  -0.185
C (1.2753, -2.7351, -3.6809)  -0.738
N (1.3382, -2.3760, -4.9540)  -0.012
S (0.8762, -4.4154, -3.2572)  1.047
H (2.3412, -6.5821, 0.3081)  0.075
H (3.1549, -5.4564, -0.8322)  0.084
H (1.9640, -6.6988, -1.3774)  0.070
H (1.4432, -4.2727, 0.4776)  0.098
H (0.0989, -5.2248, -0.2046)  0.133
H (1.8030, -1.4867, -5.0399)  0.044
H (0.1499, -2.5573, -6.0126)  0.054

Values from the calculation:
F_max: 0.060 hartree/bohr
Electronic energy: -5406.6938 hartree
Charge: 0
Highest occupied orbital energy: -7.798 eV

Question: The lowest F_max belongs to which entry?
Answer: C31H32N7O4PtS2Si

Question: Which of these has the lowest electronic energy?
Answer: C31H33AsFeN6O8S3

Question: Which of these has the highest F_max?
Answer: C31H33BiBrFN6O4SSi